{"formula": "C40H110F2LiN11O14S2", "method": "ωB97M-V/def2-TZVPD", "fmax_ev_per_a": 8.53, "s_squared": 0.76, "energy_ev": -115613.54201, "multiplicity": 2, "charge": 1, "species": ["S", "S", "F", "F", "O", "O", "O", "O", "O", "O", "O", "O", "O", "O", "O", "O", "O", "O", "N", "N", "N", "N", "N", "N", "N", "N", "N", "N", "N", "C", "C", "C", "C", "C", "C", "C", "C", "C", "C", "C", "C", "C", "C", "C", "C", "C", "C", "C", "C", "C", "C", "C", "C", "C", "C", "C", "C", "C", "C", "C", "C", "C", "C", "C", "C", "C", "C", "C", "C", "Li", "H", "H", "H", "H", "H", "H", "H", "H", "H", "H", "H", "H", "H", "H", "H", "H", "H", "H", "H", "H", "H", "H", "H", "H", "H", "H", "H", "H", "H", "H", "H", "H", "H", "H", "H", "H", "H", "H", "H", "H", "H", "H", "H", "H", "H", "H", "H", "H", "H", "H", "H", "H", "H", "H", "H", "H", "H", "H", "H", "H", "H", "H", "H", "H", "H", "H", "H", "H", "H", "H", "H", "H", "H", "H", "H", "H", "H", "H", "H", "H", "H", "H", "H", "H", "H", "H", "H", "H", "H", "H", "H", "H", "H", "H", "H", "H", "H", "H", "H", "H", "H", "H", "H", "H", "H", "H", "H", "H", "H", "H"], "coordinates": [[0.5597, -0.6423, 0.0000], [-0.8699, 1.0715, -0.6134], [2.1233, -0.7402, 0.3661], [-1.1337, 2.6299, -0.3811], [-1.9598, 5.6577, 2.1500], [4.9128, -0.6526, 2.0698], [0.5299, -1.3204, -1.2801], [5.5259, -1.7898, -3.4727], [3.6242, 2.6049, -4.8559], [-1.4829, -1.5051, 7.0795], [0.8931, -5.1275, 3.5028], [-0.1161, -1.3421, 1.1329], [-2.1912, -5.2573, -1.7252], [-0.8989, 0.9547, -2.0761], [-4.0024, 4.6621, -2.0907], [-1.9464, 0.5969, 0.1752], [0.7082, 0.4134, -6.3798], [-5.9666, 3.5179, 2.2782], [-5.3800, 1.5724, -3.6649], [3.0261, 1.8969, -1.3188], [0.4942, 1.0942, 0.0731], [-2.2168, -0.2636, -4.2644], [-0.9066, -0.0319, 3.6458], [0.1959, 2.8130, 2.9396], [-3.1678, -1.4960, -1.6186], [3.9611, -5.8335, 5.5426], [3.6460, -5.0518, -3.3827], [5.3640, 1.4940, 0.3747], [-4.0156, 0.3102, 3.1362], [-7.1190, 2.9639, 1.6806], [-2.8805, 5.1964, -1.3377], [-1.4648, -0.4984, 6.1095], [4.6909, 2.6737, -5.7930], [-2.5661, -2.7882, -1.1872], [2.8181, -7.3017, 4.0634], [0.0220, -0.0654, -5.2843], [5.3651, -1.2500, -4.7842], [-0.7734, 4.9626, 2.1860], [5.6038, 0.1530, -0.1958], [-5.2694, 2.9385, -3.1966], [-6.6255, 3.3533, -2.5925], [1.7082, -5.1030, 4.6930], [3.8935, -3.6527, -3.6484], [4.9099, -1.7170, 2.9938], [6.7581, 0.1893, -1.1870], [-0.2015, -4.2260, 3.4001], [-1.5400, 0.2068, -5.4579], [0.8005, -1.0914, 4.8650], [2.9975, -5.8776, 4.4255], [3.7677, 2.0488, -3.5455], [-4.0667, 3.2195, -2.2732], [-1.9636, 1.6420, -5.6834], [-1.8520, 6.8869, 1.4307], [5.7043, -0.9173, 0.8552], [-2.9097, -3.0906, 0.2615], [2.5730, 2.2774, -2.6237], [-4.8438, 2.6009, 2.3557], [2.8120, -2.8826, -2.9090], [2.0846, 3.7134, -2.5951], [-2.1828, -1.1078, 8.2388], [-0.7361, -0.9279, 4.7697], [-1.6261, 3.6367, 4.2242], [-0.8700, -5.2511, -2.2217], [-5.1186, 1.6912, 4.7156], [-5.0721, 1.3541, 3.2561], [5.2811, -3.1639, -3.2434], [-2.9788, -4.0586, -2.0414], [-1.0123, 3.6300, 2.8595], [1.9916, -0.1537, -6.6125], [1.2027, 2.5167, 1.1039], [-7.0273, 2.8357, 0.6020], [5.9049, -2.0060, 3.3323], [1.8141, -3.1674, -3.2424], [-3.9929, 3.1739, 2.7242], [2.8887, -3.0717, -1.8383], [0.0268, -3.3321, 2.8196], [-3.2039, -0.0503, -4.2771], [2.8275, 4.4494, -2.2875], [4.6711, 2.4494, -3.0855], [-1.6546, 6.7401, 0.3688], [-1.7474, 3.0739, 2.2777], [1.3820, 3.8587, -1.7745], [-1.8953, 0.4374, -3.6122], [0.6090, 3.2685, 3.7408], [-2.9938, 1.9068, -5.4457], [-2.7543, 7.4905, 1.5283], [4.2080, -1.5373, 3.8081], [7.7557, 0.2922, -0.7601], [-2.0228, -1.8704, 9.0011], [2.5470, 0.4737, -7.3096], [3.7264, -7.9043, 4.0612], [-3.2432, -0.8880, 8.1149], [6.8008, -0.7134, -1.7964], [-5.1989, 3.5351, -4.1061], [-4.4240, -0.5909, 3.3396], [-3.0048, 6.2743, -1.4412], [-1.8632, 0.2774, 3.5496], [2.8329, -1.8110, -3.1078], [2.1197, -7.7178, 4.7895], [-6.2258, 1.5151, -4.2139], [1.2532, -0.2085, 5.3163], [3.5655, -5.3800, 3.6394], [-1.5038, -2.5453, -1.2115], [3.9714, 0.9859, -3.6757], [2.3590, -7.4125, 3.0811], [-0.7355, -4.0106, 4.3256], [-1.8435, 1.8046, -6.7545], [-4.1817, 2.0417, 5.1485], [-0.3936, 4.8151, 1.1750], [-1.8578, 4.9468, -1.6203], [4.6790, -0.0263, -0.7442], [-2.6063, -1.2534, -2.4223], [-0.5369, -0.4404, 2.7993], [6.0686, -3.7464, -3.7216], [-7.4126, 3.1113, -3.3066], [-2.8603, -3.8228, -3.0990], [0.3781, 0.4178, -4.3745], [-1.4197, 2.4112, -5.1350], [-4.0457, -4.1887, -1.8599], [1.5147, 4.0786, -3.4494], [5.4391, -3.3351, -2.1786], [-1.7252, 2.6255, 4.6188], [6.7638, -0.9852, 1.1020], [4.3666, -2.5229, 2.5005], [-4.6363, 2.2410, 1.3480], [-4.0935, 2.7839, -1.2744], [1.7352, 1.6390, -2.9039], [4.6775, 1.2372, 1.0697], [0.2555, -1.1197, -5.1358], [-1.0240, 0.4610, 6.3800], [2.2302, 1.4245, -0.9144], [2.5968, -0.1532, -5.7060], [-3.1969, 2.7686, -2.7511], [2.9942, 2.7486, -0.7769], [-5.4470, 0.8659, 5.3473], [5.4381, 3.3345, -5.3536], [-2.4847, -0.2242, 5.8400], [-2.6313, -2.2532, 0.9014], [-6.7012, 2.8852, -1.6111], [1.2649, -1.0971, 3.8788], [-1.2189, 4.3756, 4.9145], [-7.9062, 3.7062, 1.8126], [-1.7567, -0.1829, 8.6276], [-2.3900, -3.9802, 0.6172], [1.8679, -4.0946, 5.0748], [-7.5284, 2.0625, 2.1367], [-1.7984, -0.3665, -6.3483], [-2.9151, 4.8816, -0.2947], [5.3936, -1.8709, 0.4283], [1.1112, -5.7129, 5.3710], [-3.8094, 0.2708, 2.1482], [-0.9671, -4.7566, 2.8340], [6.2046, -1.6261, -5.3688], [3.7596, -3.5573, -4.7259], [-6.0177, 0.9292, 2.9195], [5.4191, -0.1643, -4.7046], [-1.1946, -1.8621, 4.4454], [6.6630, 0.9665, -1.9452], [4.6197, -6.5992, 5.5330], [-2.8641, -0.8303, -0.9224], [4.1501, 3.0158, -6.6753], [1.9482, -1.2003, -6.9138], [5.1532, 1.6990, -5.9492], [3.5140, -5.9744, 6.4372], [-0.1848, 1.9936, 3.3910], [-0.9456, 7.4194, 1.7190], [-6.6718, 4.4156, -2.3526], [-5.8634, 2.4670, 4.8928], [4.4556, -5.6369, -3.5321], [4.4797, -1.4035, -5.4013], [-0.4881, -4.2533, -2.0057], [1.0582, -1.9931, 5.4205], [3.4258, -5.1641, -2.4034], [-3.9908, -3.1292, 0.3950], [-5.4225, 0.8913, -2.9203], [-0.3292, -5.9487, -1.5822], [4.7414, 1.8723, -0.3249], [-0.7369, -5.4645, -3.2823], [-2.6351, 4.0321, 4.1077], [-0.0289, 5.5149, 2.7593]], "forces_ev_per_a": [[3.802, -4.710, 3.762], [-4.221, 6.241, -3.990], [-1.403, 0.550, -0.074], [0.436, 0.508, -0.404], [-1.104, 1.002, -0.429], [0.695, 0.781, -1.278], [-0.765, 1.738, 1.079], [-1.189, 0.613, 0.013], [-1.693, 0.028, 0.746], [0.203, 0.102, -0.322], [0.523, 0.538, -0.237], [1.505, 2.323, -3.130], [-2.252, 1.479, -0.137], [0.236, -0.264, 2.918], [1.263, -0.931, -0.296], [-0.941, -2.011, 0.078], [0.408, 0.450, -1.308], [0.931, -1.296, 0.538], [1.168, -0.642, -0.256], [-0.797, -0.287, 1.253], [1.026, -4.890, -0.328], [0.238, 0.220, 0.894], [-0.351, 1.957, 0.659], [0.587, 0.838, -0.457], [2.591, -2.244, 0.613], [-0.397, 0.896, 1.162], [0.124, -0.633, 0.482], [0.069, -0.442, 0.382], [-0.076, 0.948, -1.078], [-0.756, 0.782, -0.005], [-1.056, -0.264, -0.097], [0.238, 0.411, -2.285], [-0.664, -0.359, 1.486], [-2.131, -0.766, 0.984], [-1.500, -0.998, -0.763], [-0.968, 0.319, 0.551], [1.112, -0.186, -0.050], [0.275, -0.413, 0.654], [-0.859, 0.961, -0.767], [-1.242, 0.854, 0.531], [0.959, 0.625, 0.625], [-0.842, -0.965, -0.463], [-0.343, 0.279, -0.090], [-0.997, -0.518, -0.871], [0.358, -0.777, -0.445], [-0.300, -0.949, -0.249], [1.247, -0.990, -0.436], [-0.564, -0.092, 0.582], [2.077, 0.610, -0.042], [1.045, 0.035, -1.650], [-0.164, 1.054, -0.284], [0.371, 1.034, -0.931], [0.637, -0.165, -0.208], [0.361, -0.270, 1.406], [-0.013, 0.934, 0.416], [0.038, 0.866, -1.780], [-0.526, -0.202, 0.184], [-0.354, 0.460, -0.533], [-0.724, 0.801, 0.302], [0.630, 0.339, 0.585], [0.619, -0.878, 0.266], [-1.560, 1.513, 0.235], [0.150, 0.765, 0.898], [-1.073, 0.702, 0.933], [0.171, -0.100, 0.348], [0.220, -0.023, -0.369], [1.758, 0.004, -0.551], [-1.003, -0.696, -0.563], [0.067, 0.234, 0.812], [-0.107, 0.340, 1.037], [0.352, -0.255, -0.127], [-0.058, -0.022, 0.063], [-0.007, -0.417, 0.023], [-0.129, 0.112, -0.117], [0.024, 0.150, 0.123], [0.308, 0.257, 0.332], [-0.693, -0.281, -0.557], [0.632, -0.118, -0.602], [0.103, 0.319, 0.347], [-0.332, -0.468, -0.264], [0.074, -0.024, -0.596], [-0.540, -0.511, 0.305], [0.198, -0.250, 0.871], [1.225, -0.043, 0.141], [-0.313, -0.778, -0.019], [0.148, -0.235, 0.313], [0.491, 0.790, 0.290], [-0.139, 0.203, 0.472], [-0.207, -0.068, -0.185], [-0.404, -0.165, -0.254], [0.114, 0.307, 0.086], [-0.216, -0.382, -0.453], [-0.156, -0.261, 0.167], [0.688, 0.226, 0.042], [-0.094, -0.148, 0.288], [0.038, -0.106, 0.250], [-0.364, -0.275, -0.368], [0.415, 0.121, 0.232], [-0.002, -0.437, 0.063], [-0.004, -0.334, -0.014], [-0.134, 0.005, 0.455], [-0.373, 0.239, -0.452], [0.728, -0.185, -0.529], [-0.207, -0.357, 0.386], [-0.120, -0.067, -0.068], [0.558, 0.233, 0.432], [0.129, 0.500, 0.019], [0.210, 0.009, -0.417], [0.271, -0.174, -0.403], [-0.083, -0.382, -0.961], [-0.001, -0.596, -0.548], [-0.546, 0.619, -2.240], [-0.345, -0.034, 0.142], [0.038, -0.301, -0.436], [-0.171, -0.125, 0.382], [0.056, -0.032, -0.201], [-0.020, 0.345, 0.358], [0.609, -0.253, 0.041], [0.201, -0.593, 0.246], [0.499, -0.181, -0.331], [-0.177, 0.221, 0.221], [0.268, 0.119, 0.186], [0.134, -0.245, 0.553], [0.550, -0.845, -0.141], [0.223, -0.033, -0.355], [-0.580, -0.409, 0.191], [0.005, -0.114, -0.270], [-0.060, 0.418, 1.002], [-0.556, -0.436, -0.059], [0.467, 0.040, 0.836], [0.396, -0.644, 0.078], [-0.028, 0.181, 0.417], [0.513, 0.410, -0.221], [0.728, 0.519, 0.261], [0.061, -0.319, -0.201], [0.257, 0.343, -0.651], [-0.445, -0.109, -0.185], [0.421, 0.048, 0.092], [-0.558, -0.495, -0.139], [-0.231, -0.487, -0.196], [0.670, -0.370, 0.234], [0.054, 0.134, 0.007], [0.210, 0.192, 0.114], [-0.285, -0.017, -0.114], [0.151, -0.012, -0.047], [0.400, -0.217, 0.107], [-0.368, -0.188, 0.158], [-0.465, 0.124, 0.269], [-0.060, -0.197, 0.005], [0.141, 0.255, 0.887], [0.434, -0.287, -0.414], [0.029, -0.165, -0.311], [0.137, 0.218, -0.368], [0.094, 0.421, -0.142], [-0.220, -0.007, 0.217], [0.396, -0.123, 0.251], [0.105, -0.523, 0.561], [-0.323, 0.338, 0.279], [0.073, -0.046, -0.615], [-0.906, 0.771, 0.919], [0.804, 0.219, -0.171], [-0.249, -0.043, -0.418], [0.006, -0.168, -0.233], [-0.406, 0.219, 0.228], [0.358, -1.413, -0.150], [-0.147, 0.371, 0.667], [0.073, 0.149, -0.316], [-0.024, 0.215, 0.012], [0.198, -0.056, -0.310], [-0.568, -0.735, 0.649], [0.639, 0.156, -0.232], [0.239, 0.142, 0.034], [-0.103, -0.108, 0.239], [-0.074, -0.614, -0.156], [-0.313, 0.035, 0.232], [0.084, -0.100, -0.355], [0.394, 0.543, -0.261], [-0.346, -0.153, -0.047], [-0.281, -0.137, 0.097], [0.410, 0.260, 0.093]], "mulliken_spin": [0.001, -0.015, 0.000, -0.001, 0.000, 0.000, 0.000, 0.000, 0.000, 0.000, 0.000, 0.007, 0.020, -0.001, 0.000, -0.009, 0.001, 0.000, 0.005, 0.000, 0.001, 0.199, 0.000, 0.000, 0.660, 0.000, 0.000, 0.000, 0.000, 0.000, 0.000, 0.000, 0.000, -0.046, 0.000, 0.008, 0.000, 0.000, 0.000, -0.001, 0.001, 0.000, 0.000, 0.000, 0.000, 0.000, -0.013, 0.000, 0.000, 0.000, 0.000, 0.027, 0.000, 0.000, 0.043, 0.000, 0.000, 0.000, 0.000, 0.000, 0.000, 0.000, 0.004, 0.000, 0.000, 0.000, 0.025, 0.000, 0.000, 0.000, 0.000, 0.000, 0.000, 0.000, 0.000, 0.000, -0.005, 0.000, 0.000, 0.000, 0.000, 0.000, 0.018, 0.000, 0.002, 0.000, 0.000, 0.000, 0.000, 0.000, 0.000, 0.000, 0.000, 0.000, 0.000, 0.000, 0.000, 0.000, 0.000, 0.000, 0.000, 0.000, 0.103, 0.000, 0.000, 0.000, 0.004, 0.000, 0.000, 0.000, 0.000, -0.004, 0.000, 0.000, 0.000, -0.002, 0.001, 0.000, 0.013, 0.000, 0.000, 0.000, 0.000, 0.000, 0.000, 0.000, 0.000, 0.000, -0.001, 0.000, 0.000, 0.000, 0.000, 0.000, 0.000, 0.000, 0.000, -0.002, -0.001, 0.000, 0.000, 0.000, 0.000, -0.008, 0.000, 0.000, 0.000, 0.000, 0.000, 0.000, 0.000, 0.000, 0.000, 0.000, 0.000, 0.000, 0.000, 0.000, 0.000, -0.041, 0.000, 0.000, 0.000, 0.000, 0.000, 0.000, 0.000, 0.000, 0.000, 0.000, 0.006, 0.000, 0.000, 0.002, 0.000, 0.000, 0.000, 0.002, 0.000, 0.000]}